# 1
A molecular structure, C22H25MnN4O3S4Sb, computed with wB97M-V/def2-TZVPD.

Last column: Löwdin charge in e.
CARTESIAN COORDINATES (ANGSTROEM)
1 S 2.15017 -1.97361 0.92671  0.19
2 N 0.14367 -1.64990 -1.10125  -0.11
3 C -4.43325 -5.66125 0.62500  -0.06
4 H -5.70374 -4.49722 -0.68873  0.12
5 H -4.45488 -4.97485 1.47144  0.07
6 C -4.37599 -2.10903 0.67175  -0.07
7 H -2.95535 2.76139 -0.35489  0.11
8 C -1.43399 1.27283 -0.47712  -0.09
9 H -1.52801 -3.65513 -3.87922  0.14
10 H 3.19170 6.51436 1.74298  0.12
11 H -2.10770 0.42469 -0.44402  0.11
12 H -5.19292 -6.42692 0.78174  0.08
13 H -1.31316 4.63640 -0.45448  0.12
14 H 4.96683 6.25790 4.06784  0.09
15 C 0.37393 3.33730 -0.60575  0.02
16 H -4.65001 -5.66271 -1.50494  0.12
17 Mn 1.39639 -0.31981 -0.49678  0.27
18 H 4.14701 5.05174 5.05702  0.08
19 C 3.39669 5.45115 1.75616  -0.02
20 C -1.05834 -3.07053 -3.09918  0.05
21 C -0.97230 3.61041 -0.49288  -0.02
22 C 3.50629 3.34914 0.62277  -0.28
23 C -1.89612 2.56712 -0.43320  -0.05
24 H 2.93476 5.17889 -0.32929  0.11
25 O -2.21880 -5.39213 -1.67298  0.10
26 O 3.10490 3.40920 -1.93022  -0.27
27 H -3.46110 -6.14990 0.59002  0.08
28 C -4.18860 -2.49179 -0.79384  -0.20
29 H -5.17323 -2.69386 1.12897  0.07
30 C 3.23625 4.71088 0.59889  -0.06
31 H -1.15282 -2.50910 0.23920  0.14
32 C 3.94004 2.73034 1.78571  -0.04
33 H -3.46079 -1.83124 -1.26106  0.10
34 H 3.23016 6.38023 4.32703  0.09
35 N 2.01084 1.46866 -0.78179  -0.23
36 C -4.70834 -4.94104 -0.69022  -0.18
37 H 4.18336 1.68104 1.79547  0.09
38 H -5.13502 -2.36016 -1.32388  0.13
39 H 4.44357 3.00437 3.84142  0.12
40 N -3.74967 -3.86874 -0.97614  -0.05
41 C 0.01886 -2.23966 -3.39581  0.01
42 C 4.04791 5.67722 4.17211  -0.04
43 H 1.43765 -0.84492 -2.45409  0.13
44 S 6.04471 -3.17233 0.78246  -0.12
45 N -0.13291 0.99175 -0.57834  0.03
46 H 1.12387 4.11000 -0.67989  0.09
47 H 0.40763 -2.16742 -4.40085  0.13
48 C 4.09713 3.48485 2.93534  -0.02
49 C 3.83133 4.85249 2.93745  -0.25
50 O 4.47569 1.55048 -1.06672  -0.36
51 C -2.55103 -4.23784 -1.46715  -0.43
52 H -3.46168 -2.28063 1.24239  0.07
53 Sb 4.45353 -2.85176 -0.72201  0.61
54 C -0.87481 -2.44308 -0.80576  -0.04
55 C 0.58500 -1.54270 -2.35649  -0.13
56 S 3.51666 -0.66670 0.22057  0.09
57 C 0.76150 1.99509 -0.65310  -0.37
58 S 3.35636 2.45417 -0.89973  0.63
59 C -1.52360 -3.17286 -1.79611  -0.09
60 H -4.64627 -1.05526 0.74752  0.08

HOMO energy (alpha / beta), eV: -11.495 / -11.403
<S²>: 2.23
Orbital gap (alpha / beta), eV: 6.9 / 7.1
Charge: +1
Spin multiplicity: 3
Energy, eV: -116515.432


# 2
2 unconnected molecules or ions with the total composition C4H12, computed with wB97M-V/def2-TZVPD.

Last column: Löwdin charge in e.
CARTESIAN COORDINATES (ANGSTROEM)
1 H -1.47727 1.89218 0.17419  0.06
2 C -2.57686 0.18535 0.68538  -0.16
3 H 3.01477 0.29788 -0.11362  0.06
4 H 1.23214 -2.00789 -0.92074  0.06
5 H -3.46657 0.81773 0.86953  0.07
6 H 2.98188 -1.48100 -1.45780  0.06
7 H -1.08880 1.24961 1.86310  0.05
8 C 1.93705 -1.23794 -1.21932  -0.15
9 H -2.63027 -0.58917 1.44640  0.05
10 C 1.97502 -0.02224 -0.24976  -0.17
11 C -1.30805 1.05492 0.84055  -0.16
12 H 1.48379 -0.99262 -2.16664  0.05
13 H -0.37271 0.60258 0.44866  0.02
14 H -2.59002 -0.27884 -0.29971  0.06
15 H 1.53684 -0.29094 0.69622  0.04
16 H 1.34906 0.80039 -0.59641  0.05

HOMO energy, eV: -11.453
Energy relative to the best compared isomer or geometry (same formula, charge and spin), kcal/mol: 12.9
SMILES: CC.CC
Orbital gap, eV: 12.5
Energy, eV: -4341.969


# 3
C5H9N3 in the gas phase, computed with wB97M-V/def2-TZVPD.

Last column: Löwdin charge in e.
CARTESIAN COORDINATES (ANGSTROEM)
1 H 0.65444 -1.42306 -1.02567  0.09
2 C 1.90079 0.95752 0.06073  -0.09
3 H 2.28947 1.97636 0.09748  0.09
4 H -3.89151 -0.79450 -0.09864  0.05
5 C 2.79809 -0.02817 -0.02120  -0.01
6 H -2.24441 0.66842 0.86689  0.09
7 H 2.57179 -1.08268 -0.06250  0.03
8 N -0.47658 -0.12431 -0.04174  -0.15
9 C -2.83957 -0.92242 -0.33116  0.01
10 C -1.91240 -0.10681 0.18454  -0.15
11 H -2.56461 -1.71853 -1.01571  0.05
12 H 0.61981 -1.65401 0.61878  0.09
13 N 0.06411 -1.40596 -0.19771  0.06
14 H 3.85798 0.21744 -0.04192  0.06
15 N -0.07236 2.20757 0.36915  0.11
16 C 0.33287 0.97802 0.23101  -0.35
17 H -1.08789 2.25511 0.40768  0.02

HOMO energy, eV: -8.666
Energy relative to the best compared isomer or geometry (same formula, charge and spin), kcal/mol: 71.4
SMILES: [H]/N=C(/C=C)N(N)C=C
Orbital gap, eV: 9.5
Energy, eV: -9798.371


# 4
2 unconnected molecules or ions with the total composition C4H12, computed with wB97M-V/def2-TZVPD.

Last column: Löwdin charge in e.
CARTESIAN COORDINATES (ANGSTROEM)
1 H 0.96318 -0.81361 -2.42259  0.04
2 H -1.44030 2.68613 1.28975  0.00
3 H -0.36708 1.55124 1.86435  0.01
4 H -2.26417 0.14496 2.02836  0.03
5 H -0.82912 1.89114 0.04518  0.01
6 H 0.44764 -0.05052 -0.87760  0.02
7 H -3.09016 0.67730 0.69558  0.03
8 H 0.32321 -1.80152 -1.01413  0.03
9 C -2.05331 0.43333 1.00267  -0.32
10 C 2.32577 -1.23929 -0.72268  -0.28
11 C 0.90869 -0.94122 -1.32740  -0.29
12 H 2.64428 -2.18264 -1.17854  0.03
13 H -1.74998 -0.22512 0.17332  0.04
14 C -1.12452 1.66333 1.09021  -0.44
15 H 2.35542 -1.45679 0.35856  0.03
16 H 2.95042 -0.33674 -1.00505  0.05

HOMO energy (alpha / beta), eV: 1.555 / -7.133
Energy relative to the best compared isomer or geometry (same formula, charge and spin), kcal/mol: 23.2
<S²>: 0.75
Orbital gap (alpha / beta), eV: 2.7 / 11.5
Charge: -1
Spin multiplicity: 2
Energy, eV: -4340.031